The following is a DFT calculation (ωB97M-V with the def2-TZVPD basis set) of C41H56FeNO5P2S3Si as an isolated structure.

Geometry as ORCA input:
```
! RIJCOSX wB97M-V def2-TZVPD def2/J DEFGRID3
* xyz -1 5
Fe -0.44 0.20 0.02
C -4.22 5.45 0.72
C -3.29 4.60 -0.11
O -2.32 4.02 0.78
P -1.05 3.25 0.16
S -0.16 2.29 1.64
S -1.53 2.10 -1.37
O -0.15 4.47 -0.39
C 0.31 5.44 0.56
C 1.81 5.35 0.70
H -4.99 5.89 0.09
H -3.67 6.26 1.21
H -4.70 4.85 1.49
H -2.77 5.19 -0.87
H -3.82 3.79 -0.61
H -0.18 5.29 1.53
H 0.00 6.42 0.18
H 2.09 4.36 1.05
H 2.16 6.09 1.42
H 2.30 5.53 -0.26
C -1.38 -3.99 0.77
C -2.56 -3.02 0.57
C -2.76 -2.84 -0.95
C -3.79 -3.76 1.12
Si -2.19 -1.25 1.38
C -1.46 -1.56 3.18
C -1.63 -0.32 4.06
C 0.06 -1.78 3.03
C -2.04 -2.75 3.96
C -3.92 -0.34 1.55
C -4.66 -0.38 0.20
C -3.69 1.15 1.83
C -4.87 -0.87 2.63
H -1.58 -4.91 0.20
H -1.26 -4.28 1.81
H -0.44 -3.58 0.42
H -2.40 -3.73 -1.50
H -2.24 -1.97 -1.36
H -3.81 -2.72 -1.21
H -3.88 -4.74 0.63
H -4.72 -3.22 0.93
H -3.73 -3.94 2.19
H -1.27 0.59 3.56
H -1.05 -0.45 4.98
H -2.66 -0.15 4.34
H 0.53 -0.91 2.57
H 0.31 -2.64 2.42
H 0.51 -1.92 4.02
H -3.12 -2.66 4.10
H -1.58 -2.79 4.95
H -1.85 -3.71 3.47
H -4.01 -0.04 -0.62
H -5.52 0.29 0.24
H -5.03 -1.37 -0.05
H -3.16 1.62 0.99
H -3.11 1.34 2.73
H -4.66 1.66 1.93
H -5.09 -1.93 2.53
H -5.82 -0.32 2.58
H -4.47 -0.71 3.63
C 5.25 0.87 3.04
C 3.89 0.80 3.25
C 3.02 0.76 2.16
C 3.51 0.78 0.86
C 4.89 0.83 0.67
C 5.76 0.88 1.75
P 2.32 0.67 -0.53
C 2.63 2.20 -1.50
C 1.74 2.45 -2.54
C 1.90 3.57 -3.35
C 2.94 4.45 -3.12
C 3.83 4.21 -2.08
C 3.67 3.10 -1.27
C 3.19 -0.60 -1.55
C 3.70 -1.73 -0.92
C 4.29 -2.75 -1.65
C 4.34 -2.67 -3.04
C 3.82 -1.56 -3.68
C 3.24 -0.53 -2.94
H 5.93 0.90 3.89
H 3.49 0.78 4.25
H 1.95 0.70 2.33
H 5.29 0.81 -0.34
H 6.83 0.91 1.58
H 0.91 1.78 -2.72
H 1.19 3.75 -4.15
H 3.07 5.32 -3.75
H 4.64 4.90 -1.89
H 4.36 2.94 -0.45
H 3.63 -1.82 0.16
H 4.68 -3.62 -1.14
H 4.79 -3.47 -3.61
H 3.83 -1.49 -4.76
H 2.83 0.32 -3.47
O 0.71 -1.90 -0.25
C 0.44 -1.90 -1.47
N -0.11 -0.84 -2.07
S -0.36 -1.09 -3.65
O 0.45 -0.20 -4.45
O -1.76 -1.14 -3.97
C 0.32 -2.73 -3.67
C 0.48 -3.61 -4.72
C 1.03 -4.85 -4.43
C 1.42 -5.18 -3.13
C 1.26 -4.28 -2.09
C 0.71 -3.04 -2.39
H 0.17 -3.35 -5.73
H 1.17 -5.58 -5.23
H 1.84 -6.16 -2.94
H 1.55 -4.51 -1.08
*
```

- total energy (Eh) = -5457.59226
- Kohn-Sham gap (alpha / beta) (eV) = 6.487 / 7.005
- max |F| (eV Å⁻¹) = 0.47

The following is a DFT calculation (ωB97M-V with the def2-TZVPD basis set) of C41H57N4O3S3Se4SiYb as an isolated structure.

Geometry as ORCA input:
```
! RIJCOSX wB97M-V def2-TZVPD def2/J DEFGRID3
* xyz -2 2
Yb 1.69 -0.48 -0.52
Se 4.83 -1.47 -0.86
Se 5.48 -1.62 1.30
Se 3.79 -0.08 2.51
Se 1.74 -1.26 2.52
C -0.68 1.02 -3.16
C -0.66 -0.44 -3.14
N 0.03 -1.11 -2.25
C -0.25 -2.50 -2.39
C -0.93 -2.84 -3.55
S -1.51 -1.38 -4.37
C 0.24 -3.45 -1.43
C -0.11 -4.79 -1.38
S 0.85 -5.69 -0.27
C 1.65 -4.21 0.13
N 1.22 -3.09 -0.48
C 2.82 -4.29 0.98
H 0.27 1.39 -3.57
H -0.80 1.33 -2.10
H -1.49 1.41 -3.80
H -1.08 -3.83 -3.99
H -0.86 -5.31 -1.95
H 3.13 -5.34 1.10
H 2.56 -3.78 1.93
H 3.62 -3.71 0.48
C 0.38 1.68 4.14
N 1.72 2.17 3.84
C 2.30 2.97 4.88
C 1.93 2.63 2.50
C 3.39 2.77 2.07
C 4.13 3.96 1.96
C 5.44 4.02 1.49
C 5.95 2.91 0.85
C 5.23 1.73 0.83
C 4.08 1.66 1.62
H -0.40 2.47 4.16
H 0.42 1.21 5.11
H 0.13 0.90 3.40
H 1.88 3.99 4.87
H 3.39 3.03 4.79
H 2.10 2.50 5.85
H 1.37 3.60 2.32
H 1.46 1.92 1.84
H 3.62 4.86 2.21
H 6.08 4.89 1.60
H 6.90 2.94 0.35
H 5.50 0.85 0.24
C -1.84 -3.49 2.55
C -2.62 -2.30 3.08
C -2.04 -1.77 4.37
C -4.13 -2.62 3.22
O -2.36 -1.26 2.18
Si -2.71 -0.25 0.98
S -0.78 0.73 0.54
O -3.93 0.77 1.47
C -4.12 2.15 2.07
C -3.20 2.34 3.27
C -5.58 2.11 2.51
C -3.86 3.15 0.98
O -3.16 -1.03 -0.39
C -4.49 -1.26 -1.01
C -5.58 -1.52 0.04
C -4.73 -0.03 -1.86
C -4.26 -2.53 -1.77
H -2.00 -4.40 3.18
H -0.78 -3.33 2.48
H -2.17 -3.78 1.55
H -1.88 -2.57 5.10
H -2.71 -1.05 4.86
H -1.05 -1.32 4.22
H -4.31 -3.32 4.05
H -4.55 -3.15 2.33
H -4.72 -1.73 3.42
H -3.38 1.54 4.00
H -3.36 3.33 3.68
H -2.15 2.27 2.93
H -5.74 1.45 3.33
H -6.24 1.82 1.68
H -5.93 3.09 2.86
H -2.84 3.01 0.61
H -4.01 4.19 1.28
H -4.55 2.96 0.13
H -5.52 -0.80 0.88
H -5.51 -2.55 0.42
H -6.55 -1.42 -0.45
H -4.83 0.87 -1.21
H -5.67 -0.10 -2.40
H -3.92 0.10 -2.60
H -4.02 -3.36 -1.12
H -3.41 -2.45 -2.45
H -5.16 -2.82 -2.34
C 4.13 4.19 -3.60
C 4.82 3.12 -4.16
C 4.49 1.82 -3.83
C 3.41 1.53 -2.96
C 2.82 2.63 -2.26
C 3.20 3.92 -2.63
N 2.85 0.27 -2.77
C 2.75 -0.57 -3.86
C 2.51 -0.12 -5.19
C 2.27 -1.03 -6.23
C 2.42 -2.40 -6.05
C 2.73 -2.86 -4.79
C 2.89 -1.96 -3.72
H 4.35 5.21 -3.91
H 5.69 3.28 -4.80
H 5.05 0.97 -4.26
H 2.12 2.48 -1.45
H 2.76 4.80 -2.11
H 2.51 0.96 -5.38
H 1.95 -0.65 -7.19
H 2.22 -3.08 -6.89
H 2.84 -3.94 -4.56
H 3.03 -2.40 -2.70
*
```

- total energy (Eh) = -14289.99813
- Kohn-Sham gap (alpha / beta) (eV) = 3.293 / 4.360
- max |F| (eV Å⁻¹) = 3.30

The following is a DFT calculation (ωB97M-V with the def2-TZVPD basis set) of C41H58AlBr66FNS2 as an isolated structure.

Geometry as ORCA input:
```
! RIJCOSX wB97M-V def2-TZVPD def2/J DEFGRID3
* xyz -1 1
C -4.49 -2.55 0.41
C -3.19 -1.89 0.71
C -3.16 -0.24 0.61
Al -3.34 0.48 -1.33
C -2.04 2.07 -1.71
C -2.52 3.50 -1.85
C -5.25 1.27 -1.45
C -5.77 1.53 -2.99
F -7.25 1.25 -2.99
C -2.93 -0.94 -2.77
C -1.69 -1.92 -2.34
C -0.55 -2.15 -3.50
C 0.77 -2.81 -2.71
N 1.45 -1.63 -2.03
C 1.74 -1.89 -0.57
C 2.15 -0.49 0.25
C 0.76 0.35 0.65
C 0.78 0.92 2.19
C 2.71 -1.38 -2.84
S 2.60 -0.10 -4.00
S 4.31 -2.39 -2.69
C 5.65 -1.17 -3.28
C 5.75 -0.02 -2.12
C 5.66 1.52 -2.68
H -4.48 -3.37 -0.45
H -5.49 -2.26 0.95
H -2.23 -2.54 0.97
H -4.11 0.14 1.23
H -2.22 0.20 1.19
H -0.87 1.91 -1.88
H -2.83 3.92 -2.93
H -2.58 4.23 -0.94
H -5.98 0.56 -0.85
H -5.22 2.29 -0.83
H -5.18 0.81 -3.69
H -5.56 2.67 -3.23
H -2.77 -0.44 -3.82
H -3.88 -1.64 -2.88
H -1.13 -1.46 -1.41
H -2.11 -2.97 -2.00
H -0.27 -1.13 -4.00
H -0.93 -2.92 -4.30
H 1.48 -3.40 -3.43
H 0.29 -3.57 -1.93
H 2.62 -2.64 -0.37
H 0.78 -2.30 0.02
H 2.86 0.17 -0.44
H 2.65 -0.76 1.27
H -0.22 -0.29 0.46
H 0.67 1.31 -0.06
H 1.84 0.79 2.73
H 0.55 2.07 2.19
H -0.08 0.34 2.78
H 6.66 -1.77 -3.36
H 5.39 -0.77 -4.35
H 4.89 -0.15 -1.31
H 6.77 -0.17 -1.55
H 5.57 2.23 -1.73
H 6.61 1.82 -3.31
H 4.72 1.75 -3.34
C -6.24 2.84 2.40
Br -7.10 1.16 1.93
Br -5.61 2.85 4.24
Br -4.82 3.30 1.15
H -7.00 3.63 2.31
C 2.20 1.17 -8.10
Br 0.34 1.53 -7.67
Br 2.54 1.31 -10.02
Br 3.41 2.29 -7.08
H 2.40 0.14 -7.82
C -10.40 3.28 -3.66
Br -11.01 3.04 -1.83
Br -11.59 2.43 -4.95
Br -10.10 5.16 -4.08
H -9.43 2.78 -3.74
C 3.79 4.69 0.27
Br 4.92 5.60 -1.02
Br 1.98 4.44 -0.40
Br 4.58 3.01 0.86
H 3.72 5.33 1.15
C 6.03 5.43 -6.85
Br 7.89 4.95 -7.13
Br 5.39 4.88 -5.10
Br 5.71 7.32 -7.19
H 5.44 4.87 -7.59
C 1.15 -2.48 4.70
Br 1.99 -2.98 3.02
Br 1.57 -0.65 5.21
Br -0.77 -2.79 4.66
H 1.56 -3.13 5.47
C -6.84 0.51 7.57
Br -8.34 1.73 7.73
Br -5.13 1.45 7.67
Br -6.94 -0.94 8.87
H -6.90 0.05 6.58
C -10.79 -2.32 7.11
Br -10.14 -3.04 8.80
Br -11.44 -0.50 7.30
Br -9.47 -2.48 5.69
H -11.65 -2.93 6.82
C 9.83 0.86 -1.20
Br 11.73 0.75 -0.79
Br 8.73 0.21 0.26
Br 9.31 2.65 -1.76
H 9.65 0.20 -2.06
C -2.51 -2.15 8.79
Br -2.63 -3.87 7.89
Br -2.55 -2.34 10.73
Br -0.96 -1.13 8.20
H -3.40 -1.57 8.51
C -12.11 -0.79 3.14
Br -11.26 -1.29 1.46
Br -11.68 1.04 3.65
Br -14.03 -1.10 3.10
H -11.69 -1.44 3.91
C -2.66 -6.33 12.56
Br -4.41 -5.47 12.56
Br -2.61 -7.88 13.73
Br -2.06 -6.75 10.76
H -1.95 -5.60 12.97
C -2.98 -0.34 -7.95
Br -2.11 -1.65 -6.81
Br -3.93 -1.17 -9.43
Br -4.14 0.85 -6.93
H -2.19 0.28 -8.39
C 9.55 7.73 -10.36
Br 10.07 5.87 -10.58
Br 7.82 8.09 -11.17
Br 9.60 8.28 -8.49
H 10.29 8.33 -10.89
C 5.16 -3.02 6.12
Br 4.29 -4.70 5.66
Br 5.78 -3.01 7.97
Br 6.58 -2.57 4.88
H 4.40 -2.24 6.04
C 8.07 4.80 2.06
Br 9.94 4.32 1.79
Br 7.43 4.25 3.82
Br 7.75 6.69 1.73
H 7.49 4.24 1.32
C 0.30 1.46 10.76
Br 2.00 1.89 9.91
Br 0.55 0.91 12.61
Br -0.97 2.92 10.61
H -0.12 0.61 10.22
C -3.98 -5.13 4.46
Br -5.73 -4.28 4.45
Br -3.94 -6.69 5.62
Br -3.38 -5.55 2.66
H -3.27 -4.40 4.87
C 5.47 10.88 -12.55
Br 4.85 10.64 -10.72
Br 4.27 10.04 -13.83
Br 5.77 12.76 -12.97
H 6.43 10.38 -12.63
C 6.59 -5.04 -4.57
Br 7.25 -5.76 -2.89
Br 5.95 -3.22 -4.38
Br 7.92 -5.20 -5.99
H 5.74 -5.65 -4.87
C -2.49 -10.56 10.42
Br -1.41 -12.11 10.87
Br -1.87 -9.70 8.78
Br -4.38 -11.01 10.33
H -2.37 -9.84 11.23
C 5.25 -2.47 -8.66
Br 3.42 -3.01 -9.00
Br 5.38 -0.58 -8.22
Br 6.10 -3.58 -7.31
H 5.81 -2.62 -9.59
*
```

- total energy (Eh) = -172674.52889
- Kohn-Sham gap (eV) = 4.191
- max |F| (eV Å⁻¹) = 6.44

Number 1: molar mass 885.0 g/mol. Number 2: molar mass 1267.1 g/mol. Number 3: molar mass 5948.7 g/mol.